{
  "formula": "C23H18IrN6S",
  "method": "wB97M-V/def2-TZVPD",
  "symbols": ["Ir", "N", "C", "N", "C", "N", "N", "C", "C", "C", "C", "C", "C", "N", "C", "C", "C", "C", "C", "C", "H", "H", "H", "H", "H", "H", "H", "H", "H", "H", "H", "S", "C", "C", "C", "C", "C", "C", "C", "C", "C", "N", "H", "H", "H", "H", "H", "H", "H"],
  "coordinates": [[0.000, 0.000, 0.000], [3.818, -1.979, -0.080], [2.472, -1.828, 0.066], [1.789, -0.740, 0.000], [2.480, 0.457, -0.240], [1.909, 1.637, -0.353], [0.562, 1.709, 0.000], [-0.242, 1.810, -0.998], [-1.658, 1.573, -0.731], [-2.629, 2.459, -1.169], [-3.945, 2.194, -0.801], [-4.230, 1.063, -0.038], [-3.183, 0.230, 0.331], [-1.896, 0.456, 0.000], [3.975, 0.408, -0.369], [4.735, 1.572, -0.538], [6.126, 1.490, -0.595], [6.755, 0.250, -0.490], [5.996, -0.913, -0.324], [4.603, -0.839, -0.246], [4.264, -2.861, 0.126], [1.956, -2.782, 0.262], [0.081, 2.014, -2.031], [-2.370, 3.346, -1.734], [-4.743, 2.873, -1.089], [-5.245, 0.837, 0.271], [-3.356, -0.663, 0.925], [4.249, 2.543, -0.606], [6.718, 2.395, -0.713], [7.840, 0.189, -0.533], [6.506, -1.869, -0.244], [-1.409, -1.024, 4.119], [-0.037, -0.027, 4.377], [0.530, 0.385, 3.189], [-0.176, -0.128, 2.069], [-1.245, -0.905, 2.432], [-2.097, -1.524, 1.451], [-3.202, -2.327, 1.692], [-3.894, -2.830, 0.593], [-3.460, -2.515, -0.690], [-2.344, -1.704, -0.826], [-1.651, -1.200, 0.218], [0.285, 0.207, 5.382], [1.403, 1.020, 3.125], [-3.528, -2.564, 2.698], [-4.765, -3.463, 0.738], [-3.978, -2.891, -1.565], [-1.967, -1.429, -1.806], [0.533, -1.640, 0.000]],
  "atomic_forces_ev_per_a": [[-5.383, -15.655, 4.537], [-2.303, 1.322, 0.431], [2.258, -3.364, 0.310], [4.359, 3.192, -0.793], [2.723, 3.389, -0.584], [2.176, -0.966, 0.322], [5.135, 5.202, 2.230], [-1.656, 1.203, -4.718], [-1.663, 2.815, -0.816], [-0.667, -0.506, 0.200], [-0.151, 0.150, -0.114], [0.908, 0.346, -0.040], [-2.419, 2.830, 0.139], [-4.214, 10.573, -1.043], [-1.059, -0.066, 0.166], [0.505, -0.079, 0.026], [-0.475, -0.014, 0.008], [-0.400, -0.368, 0.066], [0.240, 0.164, 0.043], [1.147, 0.955, -0.478], [-0.222, -0.157, -0.078], [0.092, 0.509, -0.090], [-0.033, 0.158, 0.526], [0.095, -0.135, -0.009], [0.114, -0.107, -0.011], [0.193, -0.101, -0.004], [-1.466, 1.972, -0.617], [-0.009, -0.327, 0.015], [-0.135, -0.191, 0.011], [-0.241, -0.072, 0.006], [-0.119, 0.052, -0.008], [0.113, 0.168, 0.685], [-0.039, -0.032, -0.726], [-0.034, -0.079, -0.014], [0.204, -0.324, -0.031], [-0.268, -0.220, 0.387], [3.289, -0.853, 1.318], [-0.770, -1.443, -0.806], [0.044, -0.190, 0.988], [0.694, 0.567, -0.087], [0.017, -1.756, -1.030], [1.594, -10.552, -0.344], [-0.038, -0.018, -0.089], [-0.076, -0.004, 0.061], [0.181, 0.170, -0.010], [0.143, 0.104, 0.010], [0.167, 0.120, 0.042], [-0.107, -0.034, 0.090], [-2.441, 1.654, -0.078]],
  "lowdin_charge": [1.505, 0.167, -0.086, -0.162, -0.251, 0.105, -0.229, -0.196, -0.242, 0.045, 0.015, 0.046, -0.065, -0.109, -0.076, 0.008, -0.031, -0.028, 0.012, -0.180, 0.178, 0.166, 0.161, 0.141, 0.134, 0.137, 0.085, 0.123, 0.124, 0.126, 0.125, 1.122, -0.339, -0.147, -0.226, -0.520, -0.318, 0.009, 0.001, 0.010, -0.066, -0.203, 0.090, 0.112, 0.139, 0.137, 0.135, 0.146, 0.171],
  "e_homo_ev": [-13.5, -14.2],
  "homo_lumo_gap_ev": [6.5, 6.5],
  "total_charge": 2,
  "spin_multiplicity": 2
}